64
Properties=species:S:1:pos:R:3 method="wB97M-V/def2-TZVPD" total_charge=-1 orbital_gap_ev=2.77 spin_multiplicity=1 e_above_lowest_kj_mol=1278.7
Ba 20.45 -9.54 9.20
O 20.64 -4.67 5.23
O 22.70 -14.48 13.83
O 22.20 -13.73 11.75
O 25.38 -10.31 6.51
O 16.93 -10.82 12.55
O 17.67 -9.05 16.89
O 26.95 -9.13 5.63
O 17.60 -11.09 5.32
O 15.51 -10.70 4.49
O 22.96 -6.41 10.01
O 21.76 -12.60 13.44
O 16.40 -9.38 5.94
O 27.13 -11.30 5.78
N 21.63 -5.18 7.78
N 18.21 -8.34 14.00
C 18.84 -8.37 16.38
C 16.62 -10.28 13.89
C 26.47 -10.25 5.99
C 16.83 -8.69 13.85
C 24.13 -7.00 10.57
C 22.57 -5.06 6.66
C 23.14 -5.03 9.57
C 21.88 -5.48 5.39
C 21.93 -4.27 8.87
C 17.91 -10.02 17.94
C 16.48 -10.41 5.31
C 18.48 -7.52 15.17
C 19.75 -5.02 4.20
C 22.23 -13.67 12.96
C 16.87 -12.26 12.57
H 19.25 -5.94 4.51
H 23.81 -8.01 10.79
H 16.21 -8.36 14.68
H 22.23 -3.28 8.54
H 21.53 -6.50 5.57
H 16.35 -8.23 12.99
H 19.57 -9.15 16.21
H 17.68 -12.72 13.14
H 27.86 -9.41 5.74
H 19.33 -7.73 17.12
H 22.38 -5.39 4.42
H 23.16 -4.42 10.48
H 18.67 -10.76 17.71
H 19.34 -6.90 14.91
H 16.99 -10.59 18.11
H 22.76 -4.00 6.50
H 16.96 -12.75 11.60
H 22.54 -13.66 14.31
H 15.97 -12.64 13.05
H 21.07 -4.23 9.54
H 23.53 -5.54 6.84
H 24.09 -4.82 9.08
H 15.12 -9.87 4.77
H 19.02 -4.24 4.02
H 18.23 -9.79 18.95
H 17.16 -10.74 14.72
H 17.76 -6.72 15.32
H 18.65 -9.17 14.39
H 20.79 -4.86 7.32
H 20.32 -5.24 3.29
H 15.56 -10.50 14.03
H 24.51 -6.67 11.54
H 24.98 -6.82 9.91